# C3H11NO2S

A cluster of 2 separate species, C3H11NO2S in total in a non-equilibrium geometry (the ωB97M-V functional and the def2-TZVPD basis, OMol25).

Geometry as XYZ:
```
18
Properties=species:S:1:pos:R:3:forces:R:3:lowdin_charge:R:1
C -0.6252 1.6479 2.0834 0.2 -0.3 -0.4 -0.2526
O -0.8896 3.0098 1.8202 -0.2 0.0 -0.1 -0.0629
C -0.9912 0.7797 0.8445 0.1 0.3 1.9 -0.4784
C -0.6458 -0.6605 1.1971 0.3 -0.2 -1.3 -0.5375
S -1.2923 -1.8684 -0.0092 -0.4 -0.3 0.1 0.6929
N -0.3181 1.3094 -0.3183 -1.2 0.2 0.4 0.0576
H 0.4436 1.4893 2.2721 0.0 0.0 0.2 0.1213
H -1.2084 1.3186 2.9505 0.1 -0.1 0.0 0.1143
H -0.2444 3.5529 2.2765 0.0 0.0 0.0 0.0823
H -2.0838 0.7755 0.8370 0.0 0.4 -0.8 0.1339
H -1.1204 -0.9738 2.1214 0.2 0.1 0.2 0.0703
H 0.4322 -0.8072 1.2121 0.1 0.0 0.5 0.0716
H -0.7760 -1.3977 -1.1499 0.1 0.2 0.1 -0.1659
H -0.9972 1.6472 -0.9926 0.7 -0.3 -0.2 0.0882
H 0.4254 0.7280 -0.6502 0.0 -0.2 -0.5 0.0648
H 4.0765 -1.9431 -4.9580 0.0 0.0 0.0 0.0332
H 5.2642 -2.8127 -4.6359 0.5 -1.0 -0.1 0.0133
O 4.9142 -1.9508 -4.4872 -0.4 0.9 0.2 -0.0465
```
Forces are in eV/Å.

Computed properties:
Electronic energy ... -724.29408 hartree
LUMO energy ... 0.70 eV
Highest occupied orbital energy ... -9.02 eV
Gap between HOMO and LUMO ... 9.7 eV
ΔE to the lowest compared entry with this formula, charge and spin ... 11.08 kcal per mole

---

# C18H77INO25

A cluster of 23 separate species, C18H77INO25 in total in a non-equilibrium geometry (the ωB97M-V functional and the def2-TZVPD basis, OMol25).

Geometry as XYZ:
```
122
Properties=species:S:1:pos:R:3:forces:R:3:lowdin_spin:R:1
C -1.4667 0.9128 0.7911 0.7 0.2 -1.1 0.0000
C -0.6479 2.2631 0.4901 -0.2 -1.0 2.7 0.0000
O -1.1240 2.9070 -0.7180 0.1 -1.6 -1.0 0.0000
C -1.0724 2.0165 -1.8338 -0.3 -1.1 -1.5 0.0001
O -2.0274 1.3413 -2.2322 2.0 2.3 1.6 0.0000
C 0.2995 1.9602 -2.6192 0.3 0.4 0.7 0.0011
C 0.7698 0.4495 -2.9839 -0.6 1.6 0.5 0.0055
C 1.7183 -0.0210 -1.7940 0.0 0.5 -0.8 0.0009
C 2.6175 -1.3123 -2.0884 0.0 -0.4 0.1 0.0007
C 4.1236 -0.9212 -1.6106 -1.5 -0.3 -0.1 0.0001
C 5.1083 -2.1653 -1.4104 0.9 1.3 0.5 0.0000
C 5.6433 -2.2488 0.1194 1.2 0.7 -1.9 0.0000
I 4.3614 -3.3397 1.4995 0.6 0.6 -0.4 0.0000
C 2.6947 -1.7561 -3.6232 0.5 -0.2 0.5 -0.0015
C 1.5062 -2.7039 -4.1171 1.2 1.5 -2.6 0.0267
C 2.1098 -4.1484 -4.4220 0.2 0.2 -0.7 0.0173
C 1.0238 -2.1181 -5.5528 -0.4 -1.6 -0.1 0.0017
N 0.2956 -2.6932 -3.2491 1.0 -3.2 -0.7 0.3337
O -0.6104 -3.4811 -3.7979 0.3 1.6 0.8 0.5571
C 0.5855 -3.0756 -1.8379 -1.6 0.1 2.9 0.0259
C -0.5667 -2.3343 -0.9397 0.1 -0.1 -1.4 0.0078
C 0.3692 -4.6635 -1.5611 0.9 0.7 0.7 0.0134
C 1.9874 -2.5351 -1.2669 0.0 0.1 0.1 0.0011
H -1.4332 0.5927 1.8714 -0.1 0.7 -1.4 0.0000
H -0.9720 0.0891 0.1856 -0.8 0.8 0.8 0.0000
H -2.5104 1.0510 0.3693 1.1 -0.2 0.8 0.0000
H -0.7946 2.9312 1.4261 0.2 -0.6 -2.3 0.0000
H 0.4758 2.0241 0.4756 -1.4 0.4 -0.5 0.0000
H 0.2222 2.6119 -3.5549 -0.2 -0.9 1.3 0.0000
H 1.0869 2.4765 -1.9643 -1.1 -0.7 -1.0 0.0002
H -0.1761 -0.1653 -3.1093 1.3 0.5 0.2 0.0029
H 1.2697 0.5332 -3.9955 -0.3 -0.3 1.3 0.0000
H 1.0733 -0.1178 -0.8490 1.0 -0.1 -1.3 0.0000
H 2.4301 0.8549 -1.5809 -0.9 -1.2 -0.4 0.0000
H 4.4917 -0.1796 -2.4063 -0.3 -1.1 1.1 0.0000
H 3.9690 -0.3131 -0.6494 0.6 -1.0 -1.1 0.0000
H 6.0510 -1.9264 -2.0229 -1.2 -0.5 0.9 0.0000
H 4.7237 -3.1531 -1.8061 0.2 1.2 0.6 0.0000
H 6.6701 -2.7386 0.0459 -1.5 0.3 0.6 0.0000
H 5.8397 -1.1895 0.5083 -0.6 -1.6 -0.4 0.0000
H 2.8399 -0.8786 -4.3464 -0.3 -1.1 1.2 -0.0003
H 3.6583 -2.3745 -3.7262 -1.3 0.9 0.2 -0.0002
H 2.5790 -4.6569 -3.5257 -0.8 0.5 -1.0 0.0003
H 2.9633 -3.9844 -5.1742 -1.2 -0.1 1.1 0.0008
H 1.3498 -4.7966 -4.9745 0.9 0.7 1.2 0.0035
H 1.9023 -1.8356 -6.2184 -1.1 -0.1 1.1 -0.0004
H 0.5196 -3.0070 -6.0753 0.5 1.5 0.6 -0.0005
H 0.2476 -1.2945 -5.4454 1.2 -0.9 -0.1 -0.0005
H -0.3069 -2.2881 0.1595 -0.4 -0.2 -1.3 0.0000
H -1.5469 -2.8746 -1.1248 1.2 0.8 0.4 0.0000
H -0.6590 -1.2914 -1.3763 0.0 -1.2 0.7 0.0001
H 1.1181 -5.3122 -2.1112 -1.0 0.8 0.4 0.0011
H -0.7097 -4.9809 -1.7077 1.6 0.5 -0.1 0.0011
H 0.5954 -4.7952 -0.4489 -0.4 0.2 -1.5 0.0001
H 1.7985 -2.1497 -0.2027 0.3 -0.7 -1.5 0.0000
H 2.6724 -3.4330 -1.1504 -0.5 1.1 -0.4 0.0000
O -3.0749 0.3139 -4.7774 0.2 0.2 0.0 -0.0002
H -2.7840 0.9093 -4.0715 0.0 -0.2 0.1 0.0000
H -2.6069 -0.5091 -4.5962 -0.1 0.0 0.0 0.0000
O -3.1920 3.3501 2.9708 -0.1 -0.2 0.1 0.0000
H -3.7164 3.4449 2.1657 0.1 0.1 0.1 0.0000
H -2.6646 4.1610 2.9988 -0.1 0.3 -0.2 0.0000
O 0.2989 -0.0591 3.2179 0.1 -1.1 0.6 0.0000
H 1.1925 0.1558 3.5169 0.0 0.4 -0.4 0.0000
H -0.2710 0.4634 3.7959 0.1 0.3 -0.3 0.0000
O -2.0165 6.0986 2.3891 -0.1 -0.1 0.2 0.0000
H -1.2185 6.4364 1.9523 -0.2 0.0 0.1 0.0000
H -2.6259 6.8450 2.3722 0.0 -0.1 0.0 0.0000
O 1.3206 5.1257 -3.4321 -0.1 0.1 0.2 0.0000
H 1.7721 5.3572 -2.6124 0.0 0.0 -0.1 0.0000
H 0.3872 5.2796 -3.2361 0.0 0.0 -0.1 0.0000
O 2.3989 1.5918 2.8797 0.5 0.3 -0.3 0.0000
H 1.8747 1.6882 2.0754 -0.2 -0.1 0.2 0.0000
H 2.9282 2.3999 2.9134 0.0 0.0 0.2 0.0000
O -0.3873 2.5962 3.3882 -0.1 0.1 0.6 0.0000
H 0.0673 2.8323 4.2064 0.0 0.1 -0.1 0.0000
H -1.3231 2.7545 3.5847 0.0 0.0 -0.1 0.0000
O -1.6817 -4.6877 0.5231 -0.5 -0.3 0.4 0.0003
H -2.5619 -4.9361 0.2140 0.1 0.0 0.0 0.0000
H -1.5194 -5.2908 1.2588 0.2 0.0 -0.1 0.0000
O 1.5470 -1.3048 5.6962 0.1 0.2 -0.1 0.0000
H 1.0214 -1.2062 4.8880 -0.1 -0.2 0.0 0.0000
H 2.0779 -0.5001 5.7297 0.0 -0.1 0.1 0.0000
O 2.9230 4.5438 4.0288 -0.1 0.2 0.0 0.0000
H 2.1552 5.0675 3.7689 0.0 -0.1 0.0 0.0000
H 3.4659 5.1590 4.5353 0.0 -0.1 0.0 0.0000
O -1.4757 4.6565 5.3269 0.0 0.2 0.1 0.0000
H -2.2426 5.1815 5.0677 0.1 -0.1 0.0 0.0000
H -0.9330 5.2710 5.8340 0.0 -0.1 0.0 0.0000
O -5.8824 4.8555 2.7223 -0.1 -0.3 0.0 0.0000
H -6.7636 4.5969 2.4171 0.0 0.2 -0.1 0.0000
H -5.7085 4.2633 3.4645 0.1 0.1 0.0 0.0000
O -2.6090 4.9514 -2.0614 -0.1 0.0 0.1 0.0000
H -3.4870 4.6996 -2.3704 0.1 0.1 -0.1 0.0000
H -2.4372 4.3493 -1.3228 0.1 0.0 -0.1 0.0000
O 0.9575 -6.3993 1.4926 0.2 0.0 0.2 0.0000
H 1.1582 -6.9101 2.2864 -0.1 0.0 -0.1 0.0000
H 1.7713 -5.9077 1.3189 -0.1 -0.1 -0.1 0.0000
O -1.1809 -0.4663 7.4969 0.1 0.0 -0.1 0.0000
H -0.3164 -0.8547 7.6844 -0.1 -0.1 0.0 0.0000
H -1.3802 -0.7628 6.6020 0.0 0.0 0.1 0.0000
O -2.0047 -7.5775 -1.6878 0.1 0.1 -0.1 0.0000
H -1.1528 -7.2055 -1.4263 -0.1 0.0 0.1 0.0001
H -2.0619 -7.3884 -2.6316 0.0 0.0 0.1 0.0000
O -5.5376 1.6959 -5.5849 0.1 0.0 -0.1 0.0000
H -4.6738 1.2955 -5.4044 -0.1 -0.2 0.0 0.0000
H -5.7475 1.4047 -6.4786 0.0 0.1 0.1 0.0000
O -8.2716 4.4430 0.5985 0.2 -0.1 0.0 0.0000
H -7.8289 3.6827 0.2025 -0.1 0.0 0.0 0.0000
H -8.0923 5.1638 -0.0169 0.0 0.0 0.1 0.0000
O -0.4582 7.6985 0.7964 0.1 0.4 -0.3 0.0000
H -0.9840 7.7802 -0.0095 0.0 -0.2 0.1 0.0000
H 0.0660 8.5077 0.8179 0.0 -0.1 0.1 0.0000
O -5.0940 0.6363 3.2627 -0.1 0.2 -0.2 0.0000
H -5.6183 0.7275 2.4589 0.0 -0.1 0.1 0.0000
H -4.5660 1.4438 3.2920 0.1 -0.1 0.1 0.0000
O 1.4943 -2.8556 8.1847 0.0 -0.1 -0.1 0.0000
H 1.6391 -2.4686 7.3094 0.0 0.1 -0.1 0.0000
H 1.4193 -3.8007 8.0137 0.0 0.1 0.1 0.0000
O 4.8176 -6.3656 -0.5284 0.1 0.1 0.0 0.0000
H 4.7607 -5.4424 -0.2480 0.0 -0.1 0.0 0.0000
H 5.5006 -6.7404 0.0396 -0.1 0.0 -0.1 0.0000
```
Forces are in eV/Å.

Computed properties:
Electronic energy ... -2965.28336 hartree
LUMO energy (alpha / beta) ... -0.44 / -0.44 eV
2S+1 ... 2
Highest occupied orbital energy (alpha / beta) ... -8.75 / -9.47 eV
Gap between HOMO and LUMO (alpha / beta) ... 8.3 / 9.0 eV
Expectation value of S² ... 0.754

---

# C3H4N2O

An isolated molecule of C3H4N2O in a non-equilibrium geometry (the ωB97M-V functional and the def2-TZVPD basis, OMol25).

Geometry as XYZ:
```
10
Properties=species:S:1:pos:R:3:forces:R:3:lowdin_charge:R:1
N -1.3279 -0.4861 -0.7785 -0.2 0.0 0.0 0.0456
C -0.1566 -0.0664 -0.1138 0.2 0.0 0.1 -0.3291
C 0.0007 0.4708 1.1536 0.1 -0.2 -0.6 -0.1915
O 1.1843 0.7810 1.5361 0.8 -0.5 -1.6 -0.0284
N 2.1940 0.2694 -0.0462 -1.6 0.9 2.7 0.2463
C 1.1682 -0.1288 -0.6632 0.7 0.0 -0.1 -0.1868
H -1.8309 -1.2192 -0.2950 0.1 0.1 -0.1 0.0764
H -1.9626 0.2700 -1.0017 0.1 -0.1 0.0 0.0765
H -0.8798 0.6150 1.8049 0.7 0.1 -0.1 0.1447
H 1.6105 -0.5057 -1.5962 -0.9 -0.1 -0.3 0.1463
```
Forces are in eV/Å.

Computed properties:
Electronic energy ... -301.35140 hartree
LUMO energy ... -0.35 eV
Highest occupied orbital energy ... -8.98 eV
Gap between HOMO and LUMO ... 8.6 eV
ΔE to the lowest compared entry with this formula, charge and spin ... 85.23 kcal per mole